Density functional theory data (ωB97M-V/def2-TZVPD) for C41H70Br2ClN3O12P as an isolated structure in a non-equilibrium geometry.

The calculation puts the total energy at -234574.9652 eV. As for the gap between HOMO and LUMO: 6.405 eV. Its net charge is +1. The relative energy (zero: lowest compared OMol25 entry of this formula, charge and spin) is 122.64 kcal per mole. The value obtained for the molar mass is 1023.3 g mol⁻¹. As for the LUMO energy: -0.14643 Ha. The calculation puts the HOMO energy at -10.4 eV.

Element x y z (Å)
C: 3.47122 -3.29214 -1.28958
C: 3.04035 -2.76840 -2.74006
C: 1.67699 -1.90925 -2.71910
C: 1.96386 -0.32942 -2.81135
C: 0.62257 0.52792 -2.96432
C: -0.11255 0.53204 -1.54729
C: 0.07260 1.87301 -0.71048
C: -0.58835 1.87666 0.73277
C: 0.57649 1.41122 1.71338
O: 1.46707 0.37917 1.16784
O: 2.73942 0.90872 1.08875
N: -0.93124 3.27890 1.20113
C: -0.06074 4.39554 0.84993
Cl: -0.77914 5.32620 -0.59578
C: 0.15170 5.53497 1.96303
C: 1.40052 5.27015 2.93002
C: -1.44458 3.03726 2.49249
N: -1.23076 3.44298 3.74758
N: -2.42226 1.92083 2.25610
C: -3.68150 2.72335 2.30328
C: -2.07702 1.24280 0.94182
C: -3.18756 1.48008 -0.15468
Br: -3.07245 2.82892 -1.63162
C: -4.42349 0.77972 -0.18734
C: -4.85214 -0.27616 0.90696
Br: -5.78893 1.09888 -1.60848
P: -1.55636 -0.59582 1.32963
C: -2.11910 -1.73600 -0.10394
C: -2.37883 -1.15376 2.97424
C: -2.97052 -2.63244 2.92400
H: 2.58300 -3.74799 -0.73393
H: 3.87823 -2.44659 -0.63712
H: 4.30101 -4.07698 -1.32865
H: 3.92241 -2.18256 -3.15796
H: 2.93778 -3.69846 -3.39542
H: 1.06785 -2.28445 -3.61051
H: 1.11672 -2.19974 -1.77334
H: 2.49604 0.03910 -1.86418
H: 2.57765 -0.15142 -3.75064
H: 0.76389 1.55107 -3.42754
H: -0.06158 -0.05771 -3.67587
H: 0.16992 -0.39291 -0.96125
H: -1.23628 0.44431 -1.76746
H: -0.29750 2.71417 -1.39652
H: 1.20456 2.07319 -0.68341
H: 0.25430 1.00042 2.71874
H: 1.28196 2.28453 1.95050
H: 2.99814 0.94287 0.13584
H: 0.99872 4.11984 0.51579
H: -0.77792 5.69379 2.61029
H: 0.30922 6.53303 1.42920
H: 1.05647 4.95894 3.95846
H: 2.08793 4.49743 2.46904
H: 1.95036 6.25939 3.03555
H: -0.32767 3.19178 4.19030
H: -1.94617 3.91715 4.30300
H: -3.65089 3.57608 1.53168
H: -3.79777 3.25916 3.31259
H: -4.63543 2.13832 2.15915
H: -4.60191 -1.35066 0.66214
H: -4.53777 0.04469 1.95355
H: -6.00051 -0.24020 0.93739
H: -1.19389 -2.33308 -0.39019
H: -2.91012 -2.48422 0.19907
H: -2.54180 -1.12320 -0.96167
H: -1.49792 -1.18947 3.71171
H: -3.08320 -0.36981 3.39908
H: -4.06554 -2.54746 2.59228
H: -2.37478 -3.34503 2.28270
H: -3.02614 -2.99547 4.01018
O: -0.99781 -6.01502 1.73740
C: -0.48992 -5.57036 2.73018
O: -0.55646 -4.25951 3.09188
C: 0.24372 -4.04825 4.26243
C: 0.36450 -5.40827 4.91308
C: 0.33864 -6.34355 3.72068
H: 1.21343 -3.64685 3.95371
H: -0.24643 -3.32440 4.91599
H: 1.25606 -5.51110 5.53299
H: -0.50867 -5.59578 5.54516
H: 1.33602 -6.50082 3.30408
H: -0.13027 -7.29552 3.96533
O: 1.61418 2.19257 4.49073
C: 2.10205 2.64638 5.49947
O: 2.01836 3.95101 5.85927
C: 2.79570 4.17033 7.04709
C: 2.91397 2.81203 7.69854
C: 2.91744 1.87842 6.50433
H: 3.76726 4.57906 6.75674
H: 2.28837 4.89016 7.69009
H: 3.79398 2.71516 8.33487
H: 2.03055 2.61726 8.31386
H: 3.92376 1.72910 6.10617
H: 2.45104 0.92245 6.73879
O: 4.86669 -0.65315 -4.34621
C: 5.16898 -1.37448 -5.26298
O: 4.26762 -2.04899 -6.02184
C: 4.96313 -2.89638 -6.94905
C: 6.34075 -2.29061 -7.08154
C: 6.57115 -1.69816 -5.70591
H: 4.99169 -3.91074 -6.54053
H: 4.43098 -2.91447 -7.90104
H: 7.10098 -3.01266 -7.38144
H: 6.32340 -1.49065 -7.82713
H: 7.00386 -2.42611 -5.01545
H: 7.18505 -0.79951 -5.75132
O: -9.45560 -0.86335 5.43312
C: -9.31520 -0.90136 4.24189
O: -9.19542 -2.05316 3.52733
C: -8.93220 -1.73785 2.15487
C: -9.43948 -0.32575 1.96676
C: -9.19905 0.29148 3.32953
H: -7.85500 -1.82020 1.97871
H: -9.45013 -2.44826 1.50946
H: -8.94492 0.20480 1.15126
H: -10.51265 -0.34252 1.75589
H: -8.19316 0.70922 3.41627
H: -9.94948 1.04335 3.56962
O: 4.70137 -1.88014 -10.51694
C: 4.48199 -0.73792 -10.21590
O: 5.39763 0.08007 -9.63008
C: 4.77815 1.33231 -9.30603
C: 3.57836 1.43152 -10.22094
C: 3.16942 -0.01912 -10.37963
H: 4.49518 1.31819 -8.24914
H: 5.48665 2.14500 -9.47101
H: 2.78744 2.07036 -9.82580
H: 3.88391 1.83484 -11.19087
H: 2.48741 -0.33918 -9.58850
H: 2.73738 -0.21117 -11.36072


Density functional theory data (ωB97M-V/def2-TZVPD) for a 2-piece molecular cluster, C16H22Br2F3O2S overall in a non-equilibrium geometry.

The calculation puts the total energy at -180107.5849 eV. As for the gap between HOMO and LUMO: 8.772 eV. Its net charge is +1. The relative energy (zero: lowest compared OMol25 entry of this formula, charge and spin) is 0.00 kcal per mole. The value obtained for the molar mass is 495.2 g mol⁻¹. As for the LUMO energy: -0.11856 Ha. The calculation puts the HOMO energy at -12.0 eV.

Element x y z (Å)
C: 0.22435 -3.71000 2.75596
S: 0.18072 -3.72375 0.89912
C: 1.90828 -3.40752 0.34245
C: 2.26229 -1.89961 0.07004
C: 2.62286 -1.07829 1.35818
F: 1.56737 -0.94839 2.25443
Br: 4.22535 -1.91196 2.19568
C: 3.09803 0.38467 0.93296
F: 4.16262 0.26390 0.05517
F: 3.61618 1.02017 2.04459
Br: 1.67484 1.46660 0.14974
C: -0.96898 -2.38013 0.40817
C: -2.43893 -2.93995 0.12403
O: -2.63184 -3.98702 -0.42614
C: -3.59150 -1.99774 0.59544
C: -4.41825 -1.31794 -0.39608
C: -5.46069 -0.40879 0.08865
C: -5.68995 -0.19529 1.52560
C: -4.82296 -0.89441 2.46834
C: -3.77470 -1.80726 2.04785
H: -0.69997 -3.22122 3.15324
H: 1.13641 -3.20753 3.15779
H: 0.20572 -4.77625 3.11165
H: 2.01912 -3.93984 -0.64542
H: 2.60596 -3.91003 1.05680
H: 1.49615 -1.38428 -0.57540
H: 3.19965 -1.90869 -0.55759
H: -1.05479 -1.58520 1.19443
H: -0.59883 -1.90727 -0.53785
H: -4.24863 -1.49005 -1.48404
H: -6.12926 0.12030 -0.63597
H: -6.49718 0.50656 1.84884
H: -4.98300 -0.74761 3.56041
H: -3.12136 -2.34204 2.77164
C: 2.35251 4.33856 -4.04192
C: 1.58876 5.18882 -3.03896
C: 2.50938 5.72668 -1.95484
O: 0.55438 4.40622 -2.44065
H: 2.80769 3.47236 -3.55073
H: 1.67772 3.95068 -4.80802
H: 3.14026 4.91553 -4.53033
H: 1.10541 6.02033 -3.55563
H: 2.96988 4.90712 -1.39353
H: 1.94629 6.32603 -1.23646
H: 3.30194 6.34529 -2.38048
H: 0.97071 3.66825 -1.98117


Density functional theory data (ωB97M-V/def2-TZVPD) for a 10-piece molecular cluster, C60H50F10 overall in a non-equilibrium geometry.

The calculation puts the total energy at -90203.8274 eV. As for the gap between HOMO and LUMO: 9.663 eV. The relative energy (zero: lowest compared OMol25 entry of this formula, charge and spin) is 22.36 kcal per mole. The value obtained for the molar mass is 961.0 g mol⁻¹. Its structure (SMILES) is Fc1ccccc1.Fc1ccccc1.Fc1ccccc1.Fc1ccccc1.Fc1ccccc1.Fc1ccccc1.Fc1ccccc1.Fc1ccccc1.Fc1ccccc1.Fc1ccccc1. As for the LUMO energy: 0.02013 Ha. The calculation puts the HOMO energy at -9.1 eV.

Element x y z (Å)
F: -3.93075 1.39891 2.06974
C: -2.88122 2.22272 2.42600
C: -3.05383 3.36884 3.19303
C: -1.89751 3.90635 3.69527
C: -0.63506 3.45201 3.28006
C: -0.54319 2.48366 2.31822
C: -1.68954 1.84088 1.89777
H: -4.01858 3.67145 3.55314
H: -1.90940 4.72416 4.44356
H: 0.24840 4.00097 3.60479
H: 0.45945 2.24868 1.97355
H: -1.59690 0.98785 1.19231
F: 8.86740 2.01850 -1.42546
C: 7.77913 1.68990 -0.71425
C: 7.67039 2.30876 0.47962
C: 6.49821 2.03783 1.24676
C: 5.66167 1.02034 0.84399
C: 5.85981 0.33999 -0.35384
C: 6.87632 0.70350 -1.16747
H: 8.39822 3.05385 0.81594
H: 6.35121 2.55020 2.20369
H: 4.82446 0.76841 1.45481
H: 5.14484 -0.46858 -0.57125
H: 7.19016 0.23454 -2.13232
F: 2.46822 0.61292 2.14745
C: 1.59354 0.05296 1.23182
C: 0.64793 -0.84485 1.56069
C: -0.16430 -1.42184 0.62450
C: -0.04778 -1.12099 -0.73906
C: 0.91894 -0.20033 -1.07071
C: 1.70244 0.43915 -0.11131
H: 0.62135 -1.09116 2.60316
H: -0.92912 -2.06816 0.95213
H: -0.81594 -1.41592 -1.46478
H: 1.01152 0.09017 -2.11152
H: 2.35780 1.30558 -0.35795
F: -1.69872 -2.50152 3.25902
C: -1.93428 -1.82753 4.44266
C: -2.64735 -2.45155 5.48857
C: -2.95270 -1.73611 6.64284
C: -2.61379 -0.42869 6.77181
C: -2.01585 0.19828 5.66555
C: -1.64729 -0.47065 4.46434
H: -2.99179 -3.48756 5.44342
H: -3.53794 -2.22668 7.36455
H: -2.84825 0.19168 7.63363
H: -1.69486 1.21449 5.63621
H: -1.18156 -0.00310 3.60766
F: -8.14969 -2.41185 1.07214
C: -6.93990 -2.28706 0.39073
C: -6.81972 -2.93483 -0.82667
C: -5.61355 -2.85159 -1.52294
C: -4.50690 -2.25734 -0.93051
C: -4.68140 -1.62913 0.32748
C: -5.87614 -1.61671 0.99839
H: -7.63695 -3.49657 -1.21469
H: -5.67913 -3.21277 -2.56109
H: -3.55416 -2.10347 -1.42257
H: -3.82815 -1.12085 0.76111
H: -6.03295 -1.04712 1.87774
F: -1.22991 3.88226 -0.72794
C: -1.49138 2.83167 -1.57167
C: -2.61143 2.00709 -1.36070
C: -2.77783 1.02323 -2.31189
C: -1.91866 0.89968 -3.41223
C: -0.80128 1.72158 -3.53035
C: -0.58731 2.65279 -2.57829
H: -3.36574 2.13613 -0.58880
H: -3.64061 0.33642 -2.30922
H: -2.09721 0.05838 -4.05330
H: -0.12546 1.54692 -4.36275
H: 0.24748 3.28418 -2.55367
F: 3.68660 3.76239 0.69205
C: 2.87642 4.81175 0.95664
C: 1.51727 4.69942 0.66012
C: 0.69288 5.71824 1.00170
C: 1.19417 6.80454 1.74437
C: 2.54529 6.85094 2.08479
C: 3.40506 5.86199 1.63897
H: 1.10695 3.83492 0.12604
H: -0.39317 5.63641 0.79944
H: 0.47263 7.55384 2.00626
H: 2.87403 7.63520 2.75875
H: 4.45982 5.79955 1.94805
F: 2.54160 6.34647 -3.35313
C: 2.96267 5.06127 -3.19236
C: 3.88225 4.80591 -2.19208
C: 4.22469 3.45683 -2.00348
C: 3.76714 2.45938 -2.82940
C: 2.93141 2.72322 -3.91057
C: 2.48397 4.01365 -4.04718
H: 4.43715 5.64363 -1.65284
H: 4.90819 3.23981 -1.19419
H: 4.17442 1.45029 -2.72077
H: 2.62062 1.91406 -4.52947
H: 1.83604 4.35042 -4.86716
F: -0.18403 -2.43368 -3.92308
C: -0.01491 -3.73873 -4.14819
C: -0.55685 -4.29609 -5.32061
C: -0.45886 -5.67656 -5.43631
C: 0.03459 -6.46597 -4.37077
C: 0.56490 -5.89800 -3.23942
C: 0.53824 -4.51430 -3.12362
H: -1.06895 -3.69907 -6.07242
H: -0.82978 -6.19906 -6.31972
H: 0.09271 -7.57062 -4.48401
H: 0.84760 -6.50765 -2.37844
H: 0.74156 -3.96899 -2.19387
F: -1.45632 -9.14600 -1.06373
C: -1.42212 -7.89606 -0.56105
C: -2.35021 -6.96252 -0.96403
C: -2.35222 -5.72101 -0.33945
C: -1.36864 -5.43544 0.62374
C: -0.34709 -6.38168 0.91020
C: -0.41029 -7.59458 0.29249
H: -3.13820 -7.18413 -1.71257
H: -3.11359 -4.93326 -0.65513
H: -1.36170 -4.40147 0.99458
H: 0.47635 -6.23656 1.59511
H: 0.37377 -8.35604 0.36510


> Which of these has the lowest relative energy (zero: lowest compared OMol25 entry of this formula, charge and spin)?

C16H22Br2F3O2S